1.
C15H18N2O4S | the ωB97M-V functional and the def2-TZVPD basis

Element x y z (Å)
H 0.562 -0.519 1.202
O 0.893 -2.452 -1.257
H -1.620 -2.078 -1.086
H -1.881 2.777 0.266
N -1.614 -0.506 0.299
S -2.560 -1.187 2.896
C 0.381 -1.804 -0.374
H 2.934 -0.922 1.431
C -2.855 1.409 2.990
H -1.388 -2.528 0.619
H -3.094 2.393 3.346
H 5.860 0.881 -0.891
C -0.390 -0.156 -3.716
C 2.627 0.661 -1.633
C -1.142 -1.787 -0.148
H 2.130 1.299 0.404
C -2.316 1.128 1.703
C -1.882 1.735 0.513
H 0.155 0.778 -3.864
H 2.197 1.622 -1.919
H -3.415 0.192 4.712
C 2.789 0.580 -0.108
C -1.456 0.722 -0.330
H 1.990 -0.137 -2.004
C -2.116 -0.247 1.525
C -0.930 0.920 -1.676
C 2.486 -0.829 0.438
O -0.563 1.993 -2.095
H -1.219 -0.214 -4.423
H 2.912 -1.588 -0.221
H 0.269 -1.015 -3.840
H 4.832 2.317 -1.142
H 4.229 1.018 -3.091
N 1.066 -1.070 0.524
H 4.357 -0.509 -2.196
O -0.904 -0.215 -2.394
C 4.831 1.226 -1.000
C 4.066 0.540 -2.128
C -3.030 0.284 3.716
O 4.137 0.905 0.193

Energy relative to the best compared isomer or geometry (same formula, charge and spin) = 28.8 kcal per mole
HOMO = -8.5 eV
Structure (SMILES) = COC(=O)c1cc2ccsc2n1CC(=O)NC[C@@H]1CCCO1

2.
C2H4FIO | the ωB97M-V functional and the def2-TZVPD basis

Element x y z (Å)
H -0.752 -0.531 -1.249
H 1.368 -0.558 0.738
I -2.993 0.349 -0.148
F -0.755 -1.440 0.447
H 1.346 0.023 -0.728
O -0.188 0.748 0.385
C 1.155 0.415 0.223
C -1.005 -0.251 -0.246
H 1.824 1.245 0.578

Energy relative to the best compared isomer or geometry (same formula, charge and spin) = 11.3 kcal per mole
HOMO = -10.0 eV
Structure (SMILES) = CO[C@@H](F)I

3.
C9H8O5 | the ωB97M-V functional and the def2-TZVPD basis

Element x y z (Å)
H 3.010 -1.741 1.888
H -2.585 2.196 1.495
C -0.146 1.599 -0.760
C -0.865 -0.484 0.207
H 0.001 -2.008 -1.530
O -0.859 -2.374 -1.288
O 2.334 1.020 -1.217
O 3.915 -0.297 0.289
C -1.904 1.609 0.899
O -2.651 -2.047 0.030
C 2.735 -0.555 0.433
C -1.775 0.283 1.059
C 1.691 0.138 -0.373
H -2.823 -2.868 -0.455
C -1.448 -1.596 -0.341
H 3.290 0.913 -1.052
O 2.272 -1.409 1.352
H -2.395 -0.282 1.736
H 0.453 2.109 -1.497
H -1.397 3.263 -0.419
C 0.309 0.288 -0.306
C -1.159 2.243 -0.147

Energy relative to the best compared isomer or geometry (same formula, charge and spin) = 0.0 kcal per mole
HOMO = -7.4 eV
Structure (SMILES) = O=C(O)/C(O)=c1/ccccc1=C(O)O

4.
C13H19NOS | the ωB97M-V functional and the def2-TZVPD basis

Element x y z (Å)
C 0.606 1.930 -1.250
C 1.833 -0.303 -1.150
O -2.330 -3.670 2.741
H -1.149 0.143 0.300
C -1.347 1.168 -0.011
C -0.240 -2.864 1.858
H -0.437 1.849 1.867
H 1.837 3.029 1.684
S 0.745 -1.599 -1.862
C -1.470 -2.549 -0.600
H -1.939 -2.422 -1.563
C 1.687 1.032 -1.871
C -0.503 2.130 0.813
H -1.788 -3.737 3.536
H -3.230 -3.308 0.361
C -0.130 -2.205 -0.445
H 1.461 0.873 -2.926
H -0.910 3.155 0.750
H 2.644 1.555 -1.813
H 2.695 2.892 0.145
C 0.487 -2.385 0.784
H -1.440 2.162 -1.934
H 1.534 -2.158 0.912
C -0.833 1.408 -1.433
C 1.722 3.065 0.602
H 1.376 4.074 0.320
H -0.860 0.501 -2.032
H 0.696 2.924 -1.724
C -2.191 -3.042 0.466
H 2.854 -0.676 -1.233
H -2.414 1.360 0.087
H 1.565 -0.173 -0.104
H 0.244 -2.994 2.818
C -1.582 -3.194 1.709
N 0.806 2.030 0.195

Energy relative to the best compared isomer or geometry (same formula, charge and spin) = 25.8 kcal per mole
HOMO = -7.7 eV
Structure (SMILES) = CN1CCC[C@@H]1CCSc1ccc(O)cc1

5.
C34H39ClHfN4O2P2 | the ωB97M-V functional and the def2-TZVPD basis

Element x y z (Å)
P -1.289 -0.873 0.438
C -1.887 0.511 -4.679
P 1.740 -0.306 0.384
C 3.898 0.710 -1.132
H 1.515 -0.009 -3.631
N -1.918 0.525 -0.424
H 2.167 0.482 3.678
H 3.960 3.997 -0.666
H -2.104 1.543 5.849
C -0.446 -1.396 6.462
C -4.159 -3.177 1.768
H 1.112 2.486 -6.555
H 4.590 -4.384 0.754
H -4.537 -3.823 2.541
C -1.871 1.824 0.101
C -0.350 -1.763 -0.870
C -0.710 -1.505 7.821
H -1.400 3.309 -6.365
H -1.774 1.970 1.191
H -2.470 3.759 -0.794
C 1.002 0.565 -4.403
H -2.351 2.583 -4.417
C -2.342 2.690 -0.878
H 3.851 -0.465 2.543
H 0.938 -1.165 -5.680
C -1.766 1.810 -4.922
O -1.307 0.828 3.713
H -2.169 -2.436 2.548
H 2.401 -3.205 -0.353
H 4.141 -0.302 -1.422
C 0.399 -0.220 -5.543
H -1.519 -0.736 -6.378
C -2.366 0.599 -1.726
N -2.807 -1.763 0.620
H 1.626 2.505 -3.710
H 5.513 -2.656 2.642
H -0.946 1.638 -6.839
H 1.769 -1.814 -1.492
C -0.778 -0.227 4.298
H -1.237 -1.479 -4.799
H 0.640 3.753 -5.415
H -0.938 -1.796 -1.800
C -1.749 0.668 6.395
C -1.438 -0.510 8.495
H -0.308 -2.346 8.397
C -2.678 1.924 -2.013
H 5.434 2.076 -1.927
C -3.954 -1.970 -0.159
H 0.938 -0.288 -1.861
N 2.769 0.928 -0.345
C 4.633 -2.514 2.030
C -1.100 -0.553 -5.375
H -5.760 -3.212 0.189
C -4.800 -2.848 0.521
H -2.722 0.115 -4.094
H -4.082 -1.468 -1.108
H -2.413 -0.321 -2.304
H 0.209 -2.114 5.944
C -1.015 -0.343 5.741
C 4.145 -3.438 1.042
C -2.006 0.547 7.767
C 3.835 -1.374 1.965
H -3.117 2.304 -2.924
H -0.224 -2.802 -0.504
C 4.516 1.936 -1.374
H -2.622 1.279 8.291
C -0.926 2.374 -6.023
C -2.951 -2.503 1.799
N 2.877 -1.556 0.950
C 3.734 2.941 -0.719
H 0.493 0.367 -6.457
H 1.468 2.080 3.975
O -0.011 -0.981 3.594
H 1.839 2.713 0.474
C 2.650 2.309 -0.120
C 0.535 2.685 -5.638
Cl -1.695 -0.613 10.182
Hf 0.026 0.707 2.026
C 3.055 -2.842 0.429
H 2.692 1.857 2.687
C 1.803 1.396 3.157
C 1.071 1.902 -4.446
C 1.024 -1.097 -1.117

Energy relative to the best compared isomer or geometry (same formula, charge and spin) = 0.0 kcal per mole
HOMO = -13.3 eV
Total charge = +2

6.
C10H15O3 | the ωB97M-V functional and the def2-TZVPD basis

Element x y z (Å)
C 1.132 1.361 -0.752
H 1.970 -2.752 0.301
C 0.017 -0.941 0.714
H -3.821 0.197 0.395
H 3.228 -1.926 1.226
H 0.303 0.961 -2.639
H -4.000 -0.816 -1.071
C 1.275 0.932 -2.145
H -1.527 -0.907 -1.327
C -3.361 -0.600 -0.209
H 1.968 1.614 -2.650
H 1.795 -2.599 2.056
C 0.084 2.036 -0.176
O 0.140 2.451 1.105
H -0.888 2.155 -0.758
H -3.257 -1.493 0.433
C -1.193 -0.140 0.677
O 2.300 1.248 0.034
C 2.132 -2.070 1.142
H 1.661 -0.089 -2.211
O -1.615 0.652 1.538
C -1.959 -0.174 -0.641
C 2.198 0.402 1.062
H -2.019 0.774 -1.212
C 1.401 -0.760 0.891
H -0.315 -1.993 0.747
H -0.639 2.013 1.644
H 2.990 0.463 1.827

Energy relative to the best compared isomer or geometry (same formula, charge and spin) = 2.3 kcal per mole
HOMO (spin up / spin down) = -6.9 / -8.6 eV
Multiplicity = 2